Record 1
DFT (wB97M-V/def2-TZVPD) results for a 8-piece molecular cluster, C42H106N6O6S2 overall at a distorted geometry.

Last column: Mulliken charge in e.
Geometry (Å):
1 H 9.510 -24.036 -17.757  0.340
2 H 9.073 -24.498 -11.025  0.443
3 C 9.234 -25.032 -14.634  0.347
4 H 9.486 -18.568 -12.478  0.384
5 H -2.030 -26.110 -19.684  0.413
6 H 6.498 -19.871 -6.273  0.336
7 H 0.873 -17.851 -22.048  0.380
8 H 10.209 -20.801 -12.906  -0.309
9 H 6.956 -14.302 -14.724  0.381
10 H 10.047 -20.480 -9.245  -0.054
11 C 5.181 -10.461 -15.345  -1.406
12 O 2.495 -16.381 -21.235  -0.602
13 H 5.567 -21.580 -12.593  0.278
14 H 9.595 -23.796 -9.479  0.494
15 H 7.191 -19.024 -14.356  0.271
16 O 2.418 -18.915 -21.208  -0.310
17 H 7.113 -23.186 -17.602  0.480
18 H 5.055 -16.886 -20.053  0.429
19 C 5.415 -20.996 -14.679  -0.788
20 H 6.976 -11.639 -15.508  0.381
21 H 2.262 -13.824 -17.049  0.393
22 N 10.642 -21.513 -11.061  0.304
23 H 1.287 -21.733 -17.267  0.210
24 H 11.884 -24.106 -14.158  0.444
25 H 3.158 -19.246 -8.842  0.435
26 H 8.482 -25.101 -17.038  0.412
27 C 5.889 -22.251 -8.617  -1.107
28 C 9.430 -22.346 -11.069  1.077
29 H 6.385 -22.132 -9.581  0.059
30 H 0.439 -19.561 -19.571  0.030
31 H 6.888 -18.640 -8.999  0.318
32 C 4.392 -17.557 -9.039  -0.893
33 H -1.275 -26.149 -18.006  0.260
34 H 2.876 -24.998 -18.268  0.344
35 H 1.377 -23.823 -16.638  0.112
36 H 3.571 -14.538 -17.919  0.337
37 H 6.145 -22.823 -13.710  0.700
38 H 4.683 -10.767 -14.426  0.353
39 H 11.076 -22.660 -16.096  0.299
40 H 7.224 -20.251 -8.562  -0.076
41 N 9.785 -24.239 -15.715  0.136
42 H 4.144 -12.284 -17.867  0.302
43 C 0.999 -18.785 -21.502  -0.411
44 H 0.810 -20.708 -11.238  0.275
45 C 10.830 -21.131 -9.657  0.069
46 N 5.162 -19.562 -14.587  1.212
47 H 5.859 -9.662 -15.026  0.405
48 H 3.949 -21.572 -9.089  0.330
49 H 6.417 -11.147 -17.026  0.343
50 S 3.306 -17.554 -21.465  1.151
51 H 7.232 -23.150 -15.873  0.018
52 H -2.330 -24.947 -18.523  0.274
53 H 8.977 -19.266 -10.921  -0.045
54 C 6.468 -19.475 -8.429  -0.144
55 H -1.813 -22.484 -14.240  0.175
56 H 1.625 -21.374 -14.046  -0.151
57 H 3.465 -11.926 -16.269  0.466
58 N 0.298 -23.884 -18.449  0.183
59 H 8.620 -21.868 -10.493  -0.354
60 C 6.679 -19.054 -6.984  -1.615
61 C 10.578 -20.383 -11.966  -0.168
62 H 12.082 -22.446 -13.737  0.373
63 C 1.903 -20.824 -13.142  -0.270
64 H 0.361 -17.776 -19.657  0.316
65 S -1.645 -22.147 -11.947  1.146
66 H 8.912 -22.397 -12.035  -0.299
67 H 10.812 -22.019 -9.027  0.460
68 H 13.052 -21.138 -9.414  0.330
69 C 2.058 -25.431 -17.686  -1.592
70 H -0.636 -22.184 -19.108  0.308
71 C -2.356 -21.794 -13.600  -0.806
72 H 10.553 -18.527 -10.975  0.355
73 C 7.822 -23.030 -16.784  -0.597
74 H 5.562 -23.292 -8.588  0.468
75 C 6.149 -18.704 -12.442  -0.794
76 H 3.812 -17.745 -19.108  0.010
77 H 0.716 -19.654 -22.089  0.349
78 C 6.861 -14.733 -15.724  -0.715
79 H 11.571 -20.001 -12.221  0.440
80 H 9.966 -25.126 -13.828  0.410
81 H 1.741 -26.279 -18.308  0.347
82 H -0.663 -24.267 -20.325  0.394
83 H 4.459 -9.956 -15.987  0.351
84 C 4.659 -18.885 -15.787  -0.618
85 H 12.157 -20.024 -8.418  0.394
86 O 4.047 -17.686 -22.682  -0.625
87 C 0.204 -18.701 -20.204  -0.789
88 O -1.934 -23.509 -11.646  -0.596
89 H 6.551 -17.772 -12.043  0.558
90 H 4.747 -17.609 -10.067  0.049
91 C 0.627 -20.852 -12.306  -0.607
92 C 6.040 -11.515 -16.058  -0.496
93 H 8.120 -26.630 -15.581  0.316
94 H 10.640 -23.387 -13.217  -0.126
95 H 6.261 -15.626 -15.532  -0.259
96 H 9.758 -22.200 -15.012  0.165
97 H -0.042 -20.032 -12.583  0.490
98 H 10.746 -24.093 -10.759  0.387
99 H 8.184 -22.005 -16.837  0.288
100 H -2.134 -20.780 -13.923  0.288
101 C 8.887 -24.102 -16.857  -1.112
102 H 3.991 -18.817 -7.293  0.371
103 H 7.862 -15.063 -16.005  0.407
104 C 4.087 -18.918 -8.375  -0.641
105 C 12.198 -20.464 -9.418  -1.484
106 C 0.900 -24.546 -17.301  0.085
107 H 5.966 -18.296 -6.647  0.294
108 H 4.899 -18.699 -20.127  0.386
109 C 0.200 -21.717 -17.208  -1.279
110 H 5.078 -18.668 -12.233  0.206
111 H 9.842 -26.859 -15.588  0.375
112 C 11.327 -23.166 -14.033  -1.106
113 C -0.284 -24.758 -19.423  -0.745
114 N 5.118 -19.865 -8.842  0.545
115 H 2.441 -19.900 -13.322  0.322
116 H -3.420 -21.969 -13.474  0.439
117 C 9.016 -26.507 -14.963  -1.638
118 H 8.353 -24.541 -14.194  -0.175
119 H 2.602 -21.492 -12.629  0.173
120 H -0.190 -20.709 -17.333  0.530
121 C 10.444 -23.020 -15.281  0.006
122 O -0.047 -22.124 -12.326  -0.315
123 H 7.698 -18.722 -6.785  0.463
124 H 8.955 -27.214 -14.139  0.425
125 C 4.021 -12.663 -16.836  -0.416
126 H 7.069 -21.304 -13.328  -0.146
127 H -0.853 -18.852 -20.436  0.401
128 C 4.756 -21.232 -8.437  -0.442
129 H 2.535 -25.936 -16.842  0.432
130 C 9.728 -23.758 -10.561  -1.960
131 H 4.391 -21.281 -7.405  0.319
132 H 0.250 -25.193 -16.700  0.209
133 C 9.828 -19.070 -11.578  -0.887
134 H 3.632 -16.788 -8.920  0.446
135 N 5.346 -12.791 -16.237  0.112
136 O -1.894 -21.056 -11.047  -0.600
137 H 6.010 -21.170 -15.586  0.589
138 H -1.493 -22.952 -17.773  0.286
139 H 6.116 -17.705 -14.292  -0.383
140 H 0.476 -25.415 -19.851  0.363
141 H 4.466 -21.538 -14.708  -0.049
142 H 12.323 -19.665 -10.146  0.327
143 C 6.092 -21.752 -13.540  -1.204
144 H 5.503 -18.809 -16.501  0.426
145 C 4.388 -17.745 -20.029  -0.731
146 C 3.333 -14.032 -16.983  -1.279
147 H 3.645 -20.614 -16.571  0.305
148 H 3.122 -19.114 -17.359  0.262
149 C -1.504 -25.565 -18.899  -1.026
150 C 6.200 -18.744 -13.965  0.013
151 H 4.508 -17.811 -15.653  0.226
152 H 5.300 -17.170 -8.560  0.267
153 C 6.252 -13.801 -16.762  -0.729
154 H 3.530 -14.731 -16.172  0.274
155 H 2.635 -19.521 -15.681  0.177
156 H 6.648 -19.568 -12.009  -0.229
157 C 3.441 -19.554 -16.417  -1.008
158 H 6.993 -13.437 -17.487  0.444
159 H 6.580 -22.150 -7.778  0.298
160 H 5.633 -14.358 -17.472  0.323
161 C -0.494 -22.701 -18.154  -0.389
162 H -0.053 -22.060 -16.200  0.294

Summary:
Frontier orbital gap: 8.5792 eV
Structure (SMILES): CCOS(C)(=O)=O.CCOS(C)(=O)=O.CCN(CC)CC.CCN(CC)CC.CCN(CC)CC.CCN(CC)CC.CCN(CC)CC.CCN(CC)CC

---

Record 2
DFT (wB97M-V/def2-TZVPD) results for a 2-piece molecular cluster, CHO2S2 overall at a distorted geometry.

Last column: natural (NBO) charge in e.
Geometry (Å):
1 S -1.929 -1.654 -0.034  0.860
2 C -2.051 0.038 -0.111  -0.296
3 S -3.289 1.053 0.051  -0.073
4 H 0.364 0.200 0.002  0.440
5 O -0.067 0.996 -0.283  -0.917
6 O -0.483 -2.039 0.075  -1.013

Summary:
Frontier orbital gap (alpha / beta): 6.9665 / 6.9650 eV
Net charge: -1

---

Record 3
DFT (wB97M-V/def2-TZVPD) results for C24H42ClN6O4 as an isolated structure at a distorted geometry.

Last column: Mulliken charge in e.
Geometry (Å):
1 H -2.065 2.610 -1.257  0.074
2 H -1.066 3.966 1.738  0.332
3 H -1.432 2.656 -3.817  0.570
4 N -1.716 -0.074 4.874  -0.733
5 C 3.858 2.090 -0.641  0.093
6 H 0.397 -5.274 1.617  0.434
7 H 0.545 3.850 -1.972  0.419
8 C -0.065 -2.221 -1.513  1.256
9 H -0.925 -4.367 0.927  0.140
10 H 2.749 0.376 -0.840  0.354
11 C 1.476 2.043 -1.426  0.837
12 H 0.537 -2.755 -2.248  0.809
13 H -2.456 -2.762 -2.721  0.416
14 H 2.823 0.133 3.761  0.438
15 O -0.162 0.221 -0.942  -1.390
16 H -0.365 2.946 -1.704  -0.217
17 H -1.432 -0.660 -1.391  0.573
18 C -0.709 2.945 1.608  -1.714
19 H 1.429 1.075 3.320  0.106
20 H 2.324 1.499 0.487  -0.053
21 C -0.956 -1.212 -2.201  -1.517
22 O -0.124 -1.327 0.715  -0.791
23 H -3.342 1.079 -2.800  0.353
24 H 1.630 -1.311 2.138  0.016
25 N -1.585 -3.922 -0.180  -0.706
26 N 4.875 2.615 -0.713  -0.700
27 H -1.537 -2.298 -4.060  0.367
28 C 1.733 0.141 3.792  -1.504
29 N -3.292 0.284 -5.835  -0.650
30 H -0.883 1.401 -1.074  -0.379
31 H -2.256 -0.225 -2.894  -0.299
32 H 2.086 4.105 -1.325  0.634
33 H 1.357 0.200 4.813  0.460
34 O 1.939 -0.516 -0.097  -0.703
35 H 1.821 1.889 -2.449  0.427
36 C 2.577 1.418 -0.570  -0.279
37 H 0.529 1.506 -1.389  -0.194
38 C 3.056 -3.969 1.980  0.164
39 H 1.214 -1.957 3.725  0.653
40 C -1.974 -1.884 -3.151  -1.837
41 O 0.595 0.886 1.169  -0.423
42 H 0.598 -1.678 -0.839  -0.844
43 C -2.483 0.728 -3.372  0.398
44 C -0.937 -3.186 -0.757  0.256
45 C 1.123 -1.086 3.076  1.071
46 H 2.789 -2.142 0.866  0.275
47 H 1.825 -2.319 2.263  -0.905
48 C 2.209 -2.885 1.414  0.287
49 C -1.134 2.001 2.713  -0.449
50 C -2.900 0.460 -4.739  0.325
51 H -0.776 3.153 -0.572  0.179
52 H -2.223 1.980 2.692  0.487
53 H -0.852 -1.845 2.480  0.434
54 C -1.179 2.481 0.186  1.148
55 C -1.342 1.767 -3.192  -1.572
56 H -0.757 1.007 2.469  -0.965
57 N -3.768 2.530 -0.270  -0.880
58 H -0.818 1.483 -0.065  0.226
59 H -0.751 2.353 3.671  0.515
60 C -1.085 -0.496 3.984  -0.094
61 H -0.239 -3.807 2.416  0.225
62 C 1.200 3.487 -1.180  -1.459
63 H -2.715 -1.135 -3.432  0.434
64 H 0.379 2.876 1.607  0.436
65 N 3.767 -4.764 2.455  -0.706
66 C -2.615 2.531 -0.097  0.201
67 C 1.031 -3.407 0.595  0.307
68 H 0.569 -2.505 0.194  -0.612
69 H -0.418 -0.553 -2.881  1.044
70 C -0.359 -0.935 2.822  0.209
71 C -1.172 2.214 -1.740  1.151
72 H -0.408 1.278 -3.471  0.438
73 C 0.020 -4.264 1.461  -0.893
74 Cl 0.601 -0.180 0.207  1.185
75 H 0.750 3.744 -0.221  0.147
76 H 1.406 -3.936 -0.281  0.651
77 H -0.545 -0.156 2.082  0.514

Summary:
Frontier orbital gap: 9.7427 eV
Net charge: -1

---

Record 4
DFT (wB97M-V/def2-TZVPD) results for a 2-piece molecular cluster, CH4NO3 overall.

Last column: natural (NBO) charge in e.
Geometry (Å):
1 H -1.414 1.967 0.162  0.364
2 O 0.265 0.308 1.214  -0.820
3 N -1.465 0.999 -0.090  -0.923
4 O 2.340 -1.066 -0.217  -1.016
5 H 1.543 -1.526 -0.526  0.489
6 H 1.889 -0.465 0.407  0.497
7 H -2.157 0.755 -0.771  0.364
8 O -0.504 -1.004 -0.440  -0.822
9 C -0.497 0.030 0.261  0.866

Summary:
Frontier orbital gap: 8.8093 eV
Net charge: -1

---

Record 5
DFT (wB97M-V/def2-TZVPD) results for one molecule with the formula C19H35N3S.

Last column: natural (NBO) charge in e.
Geometry (Å):
1 H -3.004 3.021 1.252  0.209
2 H -2.595 -3.242 0.544  0.201
3 C -4.604 -2.797 -0.082  -0.395
4 C -1.294 3.565 0.091  -0.404
5 C -2.624 -0.589 -0.136  -0.044
6 H -5.491 -2.304 0.324  0.190
7 C 0.069 0.854 -0.956  -0.452
8 C 5.227 -1.517 -1.392  -0.612
9 C -1.735 1.316 1.252  -0.031
10 C -1.401 1.302 -1.088  -0.033
11 H -4.638 -0.118 -0.709  0.197
12 H -0.219 3.669 0.232  0.183
13 H -2.640 2.986 -1.468  0.208
14 H 4.244 0.337 -0.972  0.199
15 N 3.337 -1.413 0.922  -0.604
16 C 5.030 -0.278 -0.522  -0.229
17 H 4.297 -2.072 -1.487  0.220
18 S 0.901 -2.066 0.412  -0.311
19 H 7.115 -0.054 -0.001  0.203
20 N 1.935 0.396 0.583  -0.603
21 H -3.759 -3.161 1.869  0.205
22 C -1.593 2.820 -1.206  -0.393
23 H 0.666 1.326 -1.740  0.205
24 C 2.097 -0.937 0.639  0.311
25 C 4.583 -0.683 0.896  -0.220
26 H -3.356 -2.656 -1.824  0.194
27 C -3.464 -2.700 0.923  -0.394
28 H 3.397 -2.418 0.845  0.417
29 H -1.701 4.578 0.029  0.210
30 H -4.856 -3.844 -0.264  0.205
31 C -0.295 0.850 1.547  -0.455
32 C 0.687 1.144 0.412  -0.035
33 H -5.026 -2.151 -2.100  0.204
34 C -3.795 -0.672 -1.127  -0.386
35 H 0.997 2.190 0.458  0.198
36 C -3.068 -1.246 1.171  -0.402
37 C -4.200 -2.119 -1.385  -0.401
38 H 5.982 -2.171 -0.960  0.199
39 H 4.500 0.208 1.529  0.186
40 H 6.175 1.430 0.167  0.205
41 H 2.744 0.949 0.818  0.391
42 H 0.102 -0.224 -1.115  0.244
43 C 6.316 0.539 -0.441  -0.605
44 H -2.258 -1.239 1.900  0.212
45 H -1.539 3.242 2.214  0.200
46 H -0.976 3.209 -2.018  0.199
47 C -1.927 2.841 1.275  -0.400
48 H -1.767 0.868 -2.025  0.208
49 H 5.551 -1.229 -2.389  0.214
50 H -0.319 -0.230 1.690  0.241
51 N -2.243 0.821 -0.009  -0.478
52 H -3.919 -0.700 1.586  0.195
53 H -3.526 -0.198 -2.072  0.200
54 H 5.343 -1.328 1.342  0.212
55 H -1.786 -1.186 -0.528  0.189
56 H 6.629 0.850 -1.435  0.215
57 H -2.365 0.925 2.055  0.214
58 H 0.060 1.308 2.473  0.204

Summary:
Frontier orbital gap: 8.4343 eV
Structure (SMILES): CC(C)CNC(=S)N[C@@H]1C[C@H]2CCC[C@@H](C1)N2C1CCCCC1

---

Record 6
DFT (wB97M-V/def2-TZVPD) results for a 2-piece molecular cluster, C5H8O overall.

Last column: natural (NBO) charge in e.
Geometry (Å):
1 O 0.743 0.915 2.188  -0.427
2 C -0.314 0.336 1.722  0.310
3 C -2.101 0.201 -0.602  -0.372
4 H -0.753 0.239 -2.233  0.190
5 H -0.880 -1.363 -1.315  0.192
6 C 0.801 0.569 0.761  -0.100
7 H 0.762 1.453 0.128  0.197
8 H 2.767 -0.288 0.789  0.227
9 C -1.209 -0.332 -1.427  -0.413
10 C 1.773 -0.517 0.391  -0.652
11 H -2.526 -0.362 0.223  0.207
12 H 1.459 -1.491 0.781  0.221
13 H -2.405 1.243 -0.680  0.192
14 H 1.856 -0.595 -0.698  0.228

Summary:
Frontier orbital gap: 10.1228 eV

---

Record 7
DFT (wB97M-V/def2-TZVPD) results for an isolated ion of composition C5H6N and charge +1 at a distorted geometry.

Last column: natural (NBO) charge in e.
Geometry (Å):
1 H 0.640 -2.506 1.669  0.294
2 C -0.492 -0.370 0.784  0.204
3 H 0.847 -1.651 -0.604  0.423
4 H 1.169 -0.828 2.190  0.271
5 C 0.574 -1.390 1.452  -0.250
6 C 0.125 0.900 -1.273  -0.334
7 H -1.477 -0.669 -1.274  0.217
8 H 0.369 1.865 -1.531  0.274
9 C 0.385 0.317 -0.031  0.208
10 C -1.036 0.304 -1.690  -0.199
11 H -1.622 0.784 -2.390  0.221
12 N 0.880 -0.934 0.078  -0.328

Summary:
Frontier orbital gap (alpha / beta): 9.2718 / 9.2724 eV
Net charge: +1
Structure (SMILES): C=CC1=C2C[N@H+]12

---

Record 8
DFT (wB97M-V/def2-TZVPD) results for C9H14CaN2O5 as an isolated structure.

Last column: natural (NBO) charge in e.
Geometry (Å):
1 O -1.366 -2.147 -1.802  -0.939
2 C 0.699 3.665 -0.331  -0.548
3 H 2.355 -3.345 -0.362  0.186
4 H 0.728 -3.347 -1.044  0.224
5 O -2.019 -4.016 -0.744  -0.641
6 Ca -0.253 -0.287 -1.612  1.831
7 H 0.700 -0.090 2.063  0.214
8 H -1.602 -2.806 1.409  0.198
9 C 1.457 -2.744 -0.510  -0.090
10 N -0.224 -1.358 0.668  -0.516
11 O 1.754 -1.628 -1.382  -0.788
12 H -2.305 -1.374 0.631  0.227
13 H 1.725 -1.695 1.325  0.195
14 C 1.107 2.529 -1.148  0.447
15 C -1.652 -2.856 -0.759  0.760
16 C -1.492 -2.102 0.577  -0.354
17 N 1.400 1.631 -1.807  -0.536
18 C -0.831 1.042 1.140  0.777
19 H 1.535 4.365 -0.299  0.249
20 H -0.845 5.155 -0.244  0.226
21 H 0.505 3.287 0.676  0.307
22 H -0.907 -0.594 2.547  0.212
23 O -0.849 1.983 1.923  -0.686
24 C 0.928 -2.251 0.826  -0.247
25 O -1.139 1.071 -0.105  -0.917
26 H 2.606 -1.248 -1.146  0.492
27 H -1.389 3.592 -0.850  0.246
28 H 0.691 -3.119 1.455  0.203
29 H -0.439 4.675 -1.898  0.205
30 C -0.576 4.314 -0.879  -0.591
31 C -0.301 -0.302 1.683  -0.345

Summary:
Frontier orbital gap: 8.9758 eV

---

For each record above, in turn, the calculated ΔE to the lowest compared entry with this formula, charge and spin values are 280.6; 355.8; 2630.0; 0.0; 4.9; 439.4; 712.5; 0.1 kJ/mol.
For each record above, in turn, the calculated E_tot values are -3239.96364; -985.50207; -2028.17473; -321.07673; -1307.46963; -270.39055; -248.34432; -1514.82511 hartree.